This record from OMol25 describes one molecule with the formula CH3NO2S. The level of theory is ωB97M-V/def2-TZVPD.

Output
**Frontier orbital gap (alpha / beta)**: 8.76 / 8.48 eV
**Energy relative to the best compared isomer or geometry (same formula, charge and spin)**: 3.455 eV
**HOMO level (alpha / beta)**: -9.0 / -9.2 eV
**Charge**: 0
**Molecular weight**: 93.1 g mol⁻¹
**Spin multiplicity**: 1

Bonds (Å) are listed after each position.
Positions of all 8 atoms, in Å:
1 C 0.109 -0.125 -0.196  O4 1.499, H6 1.053, H7 1.105, H8 1.053
2 N 2.381 0.069 -0.341  O4 1.320, S5 1.766
3 O 4.977 0.511 -0.545  S5 1.442
4 O 1.440 -0.563 0.336  C1 1.499, N2 1.320
5 S 4.023 -0.237 0.235  N2 1.766, O3 1.442
6 H -0.530 -0.026 0.636  C1 1.053
7 H -0.270 -0.893 -0.894  C1 1.105
8 H 0.385 0.750 -0.711  C1 1.053